Record 1
{"formula": "C47H51CrFN6O4Te", "method": "the ωB97M-V functional and the def2-TZVPD basis", "spin_multiplicity": 6, "fmax_ha_per_bohr": 0.063, "s2": 8.8259, "e_lumo_ev": [-3.656, -4.590], "orbital_gap_ev": [1.7583, 3.9655], "charge": 1, "homo_energy_ev": [-5.41, -8.56], "symbols": ["Te", "Cr", "F", "O", "O", "O", "O", "N", "N", "N", "N", "N", "N", "C", "C", "C", "C", "C", "C", "C", "C", "C", "C", "C", "C", "C", "C", "C", "C", "C", "C", "C", "C", "C", "C", "C", "C", "C", "C", "C", "C", "C", "C", "C", "C", "C", "C", "C", "C", "C", "C", "C", "C", "C", "C", "C", "C", "C", "C", "C", "H", "H", "H", "H", "H", "H", "H", "H", "H", "H", "H", "H", "H", "H", "H", "H", "H", "H", "H", "H", "H", "H", "H", "H", "H", "H", "H", "H", "H", "H", "H", "H", "H", "H", "H", "H", "H", "H", "H", "H", "H", "H", "H", "H", "H", "H", "H", "H", "H", "H", "H"], "positions_angstrom": [[-0.36, -0.44, -2.80], [1.78, 2.46, -0.11], [-0.41, -3.36, 2.53], [0.82, 1.15, 1.03], [-0.08, 3.13, -3.50], [1.62, 3.81, 1.26], [0.34, 5.05, 2.59], [0.78, 2.39, -1.60], [-2.47, -4.68, 6.93], [-1.83, -3.13, 4.81], [3.28, 3.54, -1.04], [-1.43, 1.77, 4.36], [3.61, 1.53, 0.71], [2.59, 1.02, -8.36], [-1.67, -0.68, 4.62], [-3.63, -4.15, -3.31], [-3.65, -3.99, 6.30], [-4.58, -5.30, -3.46], [-1.55, -5.29, 5.89], [-2.46, 2.02, 5.35], [5.94, 1.98, 0.91], [-0.87, -4.20, 5.10], [-4.06, -2.83, -3.11], [-1.29, 3.76, -1.53], [-3.54, -0.34, -2.68], [2.00, 0.86, -6.99], [-0.26, 0.29, 2.90], [4.91, 0.17, 2.16], [4.49, 3.42, -0.42], [4.68, 2.30, 0.39], [-2.31, 3.22, 6.22], [0.75, 3.95, 2.23], [-3.24, -3.33, 4.99], [-1.78, -2.03, -3.21], [-1.44, -1.98, 4.17], [-0.77, 2.83, 3.78], [0.70, 0.32, -4.50], [0.12, -3.68, -3.46], [-2.25, -4.40, -3.42], [5.27, 5.23, -1.76], [3.70, 0.53, 1.55], [-3.12, -1.78, -2.95], [6.07, 0.92, 1.77], [2.73, 0.50, -5.84], [0.01, -1.05, 2.44], [-1.35, -3.35, -3.43], [0.32, 1.39, 2.20], [2.94, -0.27, -3.39], [-1.11, 0.46, 4.03], [0.16, 2.70, 2.74], [4.03, 5.28, -2.43], [3.10, 4.31, -2.12], [-2.27, 1.87, 6.84], [-1.46, 1.24, -5.43], [-0.12, 3.03, -2.28], [0.64, 1.14, -6.79], [5.55, 4.29, -0.75], [2.12, 0.21, -4.60], [-0.03, 0.87, -5.56], [-0.60, -2.09, 3.02], [2.59, -1.27, -3.06], [-1.34, 3.74, 6.19], [-2.15, 0.44, -5.14], [-5.43, -5.30, -2.71], [2.17, 4.06, -2.62], [-2.06, 3.04, -1.17], [-0.84, -5.94, 6.41], [4.99, -0.55, 3.02], [-4.05, -6.28, -3.40], [-3.20, 1.53, 7.31], [2.75, 0.38, -2.54], [3.81, 0.37, -5.90], [7.00, 0.67, 2.25], [-3.72, -2.36, 4.97], [-0.90, 4.33, -0.72], [-2.37, -0.60, 5.49], [-1.94, -5.44, -3.53], [0.59, -3.07, -4.24], [-2.77, -5.42, 7.60], [-1.77, 4.43, -2.26], [-1.90, -3.94, 7.41], [-4.60, -0.38, -2.61], [6.06, 5.95, -2.03], [-1.76, 1.76, -6.35], [0.62, -3.47, -2.50], [2.50, 0.06, -8.89], [-1.06, 3.81, 4.06], [-3.23, 0.33, -3.50], [6.52, 4.24, -0.22], [-5.11, -2.59, -3.06], [-3.53, 1.82, 5.02], [0.63, -1.18, 1.55], [0.02, 1.59, -7.60], [-1.35, 1.45, 7.21], [-0.44, -4.64, 4.15], [3.75, 6.07, -3.12], [-3.20, 3.84, 6.35], [-2.17, -5.90, 5.21], [3.98, -0.30, -3.67], [0.20, -4.78, -3.66], [2.75, -0.01, 1.66], [3.67, 1.25, -8.33], [-1.54, 1.93, -4.59], [6.83, 2.61, 0.70], [-3.62, -3.87, 4.11], [2.10, 1.89, -8.85], [-3.10, 0.11, -1.74], [-5.06, -5.20, -4.44], [-4.48, -4.70, 6.17], [-3.97, -3.28, 7.01], [0.04, -3.79, 5.64]]}


Record 2
{"formula": "C26H26N3PSeSn", "method": "the ωB97M-V functional and the def2-TZVPD basis", "de_lowest_kcal_mol": 45.60, "spin_multiplicity": 1, "fmax_ha_per_bohr": 0.017, "e_lumo_ev": -7.072, "orbital_gap_ev": 6.4893, "charge": 2, "homo_energy_ev": -13.56, "symbols": ["Sn", "Se", "P", "N", "N", "N", "C", "C", "C", "C", "C", "C", "C", "C", "C", "C", "C", "C", "C", "C", "C", "C", "C", "C", "C", "C", "C", "C", "C", "C", "C", "C", "H", "H", "H", "H", "H", "H", "H", "H", "H", "H", "H", "H", "H", "H", "H", "H", "H", "H", "H", "H", "H", "H", "H", "H", "H", "H"], "positions_angstrom": [[1.02, -0.69, -1.13], [0.56, 1.90, -1.33], [-1.15, -1.34, 0.46], [-1.23, 4.16, -0.99], [0.52, 4.60, -2.18], [2.39, -2.80, -1.06], [3.93, -4.29, -0.01], [-0.54, -5.24, 1.63], [1.47, 0.72, 3.60], [-0.75, -5.91, 0.43], [2.19, -3.71, -2.02], [0.15, 1.13, 3.42], [-1.09, -3.82, -0.69], [-2.22, 3.46, -0.17], [-0.89, -3.14, 0.51], [-2.93, -1.21, 0.83], [1.11, -1.04, 2.00], [0.01, 7.04, -2.67], [3.71, -5.23, -1.01], [2.84, -4.93, -2.04], [-0.21, 5.79, -2.13], [-1.05, -5.21, -0.73], [-2.08, 7.72, -1.64], [-0.22, -0.62, 1.82], [3.25, -3.09, -0.08], [-2.30, 6.46, -1.10], [-0.11, 3.65, -1.49], [-1.33, 5.51, -1.37], [-0.95, 8.00, -2.41], [-0.69, 0.48, 2.53], [1.95, -0.38, 2.89], [-0.61, -3.85, 1.67], [-1.71, 0.81, 2.41], [4.61, -4.48, 0.81], [-0.82, 9.00, -2.82], [3.44, -2.31, 0.65], [2.66, -5.63, -2.85], [4.23, -6.18, -0.98], [-0.47, -3.34, 2.62], [-0.71, -7.00, 0.41], [-2.81, 8.50, -1.46], [-2.30, 3.95, 0.80], [1.50, -3.45, -2.82], [0.89, 7.27, -3.27], [2.11, 1.24, 4.29], [-1.34, -3.27, -1.60], [-1.89, 2.43, -0.02], [2.96, -0.72, 3.05], [-0.23, 1.97, 3.99], [-3.48, -1.82, 0.12], [-3.18, 6.25, -0.51], [1.40, 4.45, -2.65], [1.46, -1.94, 1.50], [-3.18, 3.47, -0.67], [-3.28, -0.18, 0.77], [-1.24, -5.73, -1.66], [-3.07, -1.60, 1.84], [-0.32, -5.79, 2.53]]}


Record 3
{"formula": "C26H44ClMgN3O2P2", "method": "the ωB97M-V functional and the def2-TZVPD basis", "spin_multiplicity": 1, "fmax_ha_per_bohr": 0.015, "e_lumo_ev": -10.602, "orbital_gap_ev": 1.5306, "charge": 2, "homo_energy_ev": -12.13, "symbols": ["Cl", "P", "P", "Mg", "O", "O", "N", "N", "N", "C", "C", "C", "C", "C", "C", "C", "C", "C", "C", "C", "C", "C", "C", "C", "C", "C", "C", "C", "C", "C", "C", "C", "C", "C", "C", "H", "H", "H", "H", "H", "H", "H", "H", "H", "H", "H", "H", "H", "H", "H", "H", "H", "H", "H", "H", "H", "H", "H", "H", "H", "H", "H", "H", "H", "H", "H", "H", "H", "H", "H", "H", "H", "H", "H", "H", "H", "H", "H", "H"], "positions_angstrom": [[4.06, -2.67, -2.57], [-4.57, -2.43, 0.71], [-3.74, 3.73, -2.08], [4.11, -2.30, -4.83], [-2.37, -1.44, 3.22], [3.28, -0.14, 3.35], [-2.31, 1.54, -1.52], [-5.62, -2.91, -0.37], [-4.44, 0.22, -0.28], [4.30, 2.57, -0.34], [-0.75, -1.65, -0.72], [-1.03, -1.30, 2.74], [2.35, -0.55, 2.38], [-0.43, -2.69, 2.51], [-4.58, 1.41, -0.75], [4.50, 1.55, 2.03], [-2.15, 0.28, -1.06], [1.29, -2.41, -2.15], [4.01, 2.72, 1.16], [-4.77, 4.67, -0.91], [3.07, 2.69, -1.25], [-1.39, -3.75, 1.98], [0.20, 0.40, -1.90], [2.41, -3.45, -2.14], [-3.06, -1.68, 0.04], [3.63, 1.23, 3.25], [-0.89, -0.38, -1.21], [1.43, 0.70, -1.05], [2.58, 1.35, -1.84], [-3.22, -0.38, -0.42], [0.60, -2.35, -0.78], [-3.49, 2.11, -1.37], [-1.85, -2.32, -0.09], [-2.09, 4.50, -2.07], [-1.74, -3.71, 0.47], [-5.55, 1.89, -0.65], [2.27, 1.50, -2.88], [2.72, 1.84, 3.24], [2.64, -3.84, -1.15], [-0.22, 1.35, -2.23], [1.74, -1.44, -2.36], [4.16, 1.46, 4.17], [1.13, 1.36, -0.23], [0.48, -3.37, -0.43], [-1.46, 4.04, -2.81], [5.52, 1.74, 2.36], [-5.78, 4.81, -1.29], [-2.23, 5.55, -2.29], [5.06, 3.28, -0.66], [0.44, -2.57, 1.86], [-2.31, -3.70, 2.55], [2.93, 2.81, 1.30], [2.81, -0.68, 1.39], [1.94, -1.50, 2.70], [-4.31, 5.65, -0.80], [1.80, -0.21, -0.57], [0.48, -0.12, -2.82], [-5.04, -1.48, 1.63], [1.53, 0.17, 2.29], [0.58, -2.66, -2.93], [-1.02, -4.31, -0.08], [1.28, -1.88, -0.06], [4.74, 1.58, -0.50], [-5.33, -2.67, -1.31], [-0.42, -0.78, 3.49], [4.55, 0.66, 1.40], [3.26, 3.39, -2.07], [-4.15, -3.45, 1.57], [-0.04, -3.06, 3.46], [-2.82, -0.60, 3.12], [-0.96, -4.73, 2.18], [-1.65, 4.40, -1.08], [-2.68, -4.23, 0.33], [-4.80, 4.20, 0.07], [2.28, -4.26, -2.84], [2.24, 3.12, -0.68], [3.42, 0.65, -1.86], [-1.02, -0.71, 1.82], [4.44, 3.66, 1.52]]}


no.,energy (eV)
1,-105118.56899
2,-112307.33951
3,-72765.35734